C3H10O3P2 in the gas phase in a non-equilibrium geometry, computed with ωB97M-V/def2-TZVPD.

Last column: Löwdin charge in e.
CARTESIAN COORDINATES (ANGSTROEM)
C: 2.89945 -0.83378 -0.01136  -0.174
C: -1.58610 1.23410 -1.19521  -0.144
C: -2.10330 -1.16492 0.45749  -0.149
O: 1.88497 1.74762 -0.20660  -0.337
O: 0.30606 -0.25545 0.11640  -0.407
O: -1.22076 1.29965 1.54372  -0.311
P: 1.71993 0.46149 0.45831  0.523
P: -1.18356 0.41523 0.38115  0.492
H: 2.68092 -1.77711 0.47586  0.046
H: 2.86230 -0.94821 -1.09278  0.055
H: 3.89106 -0.49162 0.26979  0.048
H: -0.91896 2.08779 -1.29199  0.054
H: -1.46690 0.56842 -2.04426  0.053
H: -2.61191 1.58665 -1.13198  0.053
H: -1.85970 -1.66596 1.39043  0.053
H: -3.17163 -0.97922 0.41775  0.050
H: -1.80559 -1.79329 -0.37946  0.050
H: 1.68373 0.50863 1.84275  0.047

Summary:
DFT total energy: -27996.9148 eV
SMILES: C[P@@H](=O)OP(C)(C)=O
F_max: 1.48 eV/Å
E_LUMO: 0.75 eV
Energy above the lowest of the compared OMol25 structures with the same formula, charge and spin: 1.7 kcal/mol

C19H30N4O4S2 in the gas phase in a non-equilibrium geometry, computed with ωB97M-V/def2-TZVPD.

Last column: Löwdin charge in e.
CARTESIAN COORDINATES (ANGSTROEM)
C: 3.71244 -1.74914 -2.09536  -0.109
H: 4.72636 -1.54841 -2.45783  0.090
H: 3.12716 -2.20490 -2.89163  0.087
H: 3.76370 -2.43878 -1.24695  0.033
O: 3.04998 -0.54698 -1.76247  -0.197
C: 3.75007 0.28255 -0.86982  -0.210
H: 3.25734 1.25789 -0.94321  0.116
C: 3.69263 -0.21048 0.58910  -0.183
N: 2.32966 -0.49752 0.95827  0.019
C: 1.85191 -1.75695 1.01599  -0.839
S: 2.80966 -3.09837 1.16887  0.662
N: 0.50492 -1.94326 0.96752  0.052
C: -0.51147 -1.03615 0.66645  -0.154
C: -0.61630 0.19769 1.29108  -0.009
C: -1.69549 1.01772 1.01586  -0.272
C: -2.70222 0.61470 0.16272  -0.054
C: -2.61698 -0.62204 -0.45228  0.011
C: -1.51251 -1.45135 -0.24943  -0.155
N: -1.37205 -2.69408 -0.84778  -0.109
C: -0.24103 -2.91236 -1.73879  -0.156
C: 0.15006 -4.38668 -1.72968  -0.177
C: -1.04781 -5.23354 -2.14906  -0.203
C: -2.24314 -4.91022 -1.25743  -0.176
C: -2.54836 -3.41180 -1.29169  -0.179
H: -3.37360 -3.18986 -0.61251  0.125
H: -2.84088 -3.12123 -2.31343  0.129
H: -3.12324 -5.46590 -1.58387  0.111
H: -2.01847 -5.20031 -0.22949  0.118
H: -0.80409 -6.29434 -2.07926  0.110
H: -1.30071 -5.01414 -3.18933  0.113
H: 0.98749 -4.54343 -2.41038  0.113
H: 0.47615 -4.67492 -0.72878  0.101
H: 0.60068 -2.28648 -1.44448  0.110
H: -0.52472 -2.62212 -2.76378  0.135
H: -3.40004 -0.93267 -1.12567  0.112
H: -3.54401 1.26770 -0.00091  0.117
S: -1.70892 2.65734 1.71997  0.670
O: -3.05350 3.13828 1.80929  -0.274
O: -0.87215 2.67252 2.88236  -0.277
N: -0.93560 3.59592 0.57023  -0.233
C: -1.64974 3.82064 -0.66445  -0.175
H: -2.67942 4.06485 -0.40645  0.123
C: -0.97258 4.98021 -1.40007  -0.181
H: -1.41710 5.12804 -2.38521  0.130
O: 0.39298 4.70809 -1.62134  -0.125
C: 1.07305 4.49228 -0.40739  -0.182
H: 2.11283 4.29131 -0.67120  0.126
C: 0.46275 3.31348 0.35631  -0.183
H: 0.92627 3.19448 1.33540  0.124
H: 0.59156 2.39256 -0.23873  0.124
H: 1.01739 5.39228 0.22108  0.133
H: -1.07966 5.89632 -0.80240  0.132
H: -1.62858 2.92146 -1.30164  0.131
H: 0.08204 0.51246 2.05070  0.124
H: 0.23202 -2.91719 0.89157  0.113
H: 1.66307 0.22286 0.71199  0.108
H: 4.09889 0.56274 1.24651  0.123
H: 4.26976 -1.12884 0.71829  0.066
H: 4.80000 0.39177 -1.17484  0.125

Summary:
DFT total energy: -56010.4172 eV
SMILES: COCCNC(=S)Nc1cc(S(=O)(=O)N2CCOCC2)ccc1N1CCCCC1
F_max: 1.02 eV/Å
E_LUMO: 0.51 eV
Energy above the lowest of the compared OMol25 structures with the same formula, charge and spin: 0.0 kcal/mol

2 unconnected molecules or ions with the total composition CH4ClOPS in a non-equilibrium geometry, computed with ωB97M-V/def2-TZVPD.

Last column: Löwdin charge in e.
CARTESIAN COORDINATES (ANGSTROEM)
C: -0.61805 2.22346 0.98586  -0.327
O: 0.96528 -2.86075 -1.04323  -0.041
P: -0.47414 0.99120 -0.23892  -0.116
S: 0.52868 0.86467 -1.84973  0.198
Cl: -1.25269 -0.66739 0.55471  0.283
H: 0.69138 -2.53024 -0.20310  -0.029
H: -1.18411 1.78345 1.88198  0.001
H: -0.47862 3.35319 0.79994  0.032
H: 1.82227 -3.15758 -0.88752  -0.001

Summary:
DFT total energy: -35795.0544 eV
SMILES: C=P(=S)Cl.O
F_max: 3.66 eV/Å
E_LUMO: -0.50 eV
Energy above the lowest of the compared OMol25 structures with the same formula, charge and spin: 56.3 kcal/mol

A molecular structure, C27H38AgGe2N5S2, computed with ωB97M-V/def2-TZVPD.

Last column: Löwdin charge in e.
CARTESIAN COORDINATES (ANGSTROEM)
Ag: -0.08174 -0.22078 0.06103  0.529
C: 2.60311 1.34387 4.88036  -0.438
S: 0.94485 1.96599 4.49964  0.819
C: 0.61433 1.42392 2.84681  -1.132
S: 1.68088 0.41413 1.98562  0.527
N: -0.55779 1.89184 2.48676  -0.135
N: -0.90364 1.70802 1.20365  -0.090
C: -2.06302 2.12064 0.84232  -0.104
C: -2.38163 2.12064 -0.58536  -0.278
C: -3.49843 2.78588 -1.09343  -0.022
C: -3.68008 2.83759 -2.46415  -0.065
C: -2.75279 2.22929 -3.29815  -0.055
C: -1.68842 1.56415 -2.70742  -0.144
N: -1.51360 1.50063 -1.39583  0.053
H: 2.65899 1.19450 5.95637  0.025
H: 3.34717 2.06893 4.56074  0.030
H: 2.74409 0.40363 4.35613  -0.023
H: -2.75704 2.54737 1.56395  0.119
H: -4.19571 3.26858 -0.42060  0.111
H: -4.53360 3.35663 -2.88120  0.107
H: -2.85365 2.26631 -4.37397  0.104
H: -0.94430 1.04274 -3.30563  0.105
C: 4.46984 -1.27493 -2.00694  -0.176
C: 3.37813 -1.09945 -0.95131  -0.384
Ge: 1.74174 -0.19137 -1.65945  0.812
C: 2.16630 1.72661 -2.03484  -0.365
C: 2.66833 1.97825 -3.45514  -0.182
C: 1.32773 -1.12471 -3.33110  -0.281
C: 0.31664 -1.99565 -3.36557  -0.354
Ge: -0.71208 -2.04620 -1.63002  0.925
C: -2.69557 -1.65679 -1.63950  -0.361
C: -3.51821 -1.87002 -2.91104  -0.180
C: -0.55563 -3.85811 -0.78537  -0.370
C: -1.33254 -4.98089 -1.47374  -0.172
C: 0.04292 -2.89282 -4.51005  -0.234
C: 0.99451 -3.12761 -5.50954  -0.037
C: 0.71302 -3.94887 -6.58724  -0.084
C: -0.52366 -4.57186 -6.69129  -0.093
C: -1.47282 -4.36779 -5.70292  -0.075
C: -1.18587 -3.54051 -4.62859  -0.068
H: 5.33653 -1.78706 -1.58408  0.066
H: 4.80886 -0.30969 -2.38883  0.057
H: 4.10783 -1.86792 -2.84894  0.056
H: 3.74572 -0.51160 -0.10760  0.033
H: 3.07216 -2.07208 -0.55874  0.050
H: 2.91272 2.02810 -1.29712  0.058
H: 1.26595 2.31066 -1.83498  0.038
H: 3.57671 1.41006 -3.66492  0.054
H: 2.89825 3.03649 -3.59561  0.066
H: 1.91883 1.69766 -4.19797  0.058
H: 1.98907 -0.99258 -4.18720  0.054
H: -2.77713 -0.61440 -1.33421  0.013
H: -3.09960 -2.24824 -0.81267  0.053
H: -3.00720 -1.47394 -3.79024  0.062
H: -4.47905 -1.35605 -2.83205  0.069
H: -3.73153 -2.92627 -3.08267  0.056
H: -0.94545 -3.72307 0.22668  0.028
H: 0.50073 -4.11881 -0.68769  0.055
H: -2.37760 -4.69353 -1.61959  0.059
H: -1.32166 -5.88321 -0.85872  0.067
H: -0.91217 -5.22918 -2.44663  0.056
H: 1.97427 -2.67494 -5.43398  0.102
H: 1.46491 -4.10322 -7.35090  0.102
H: -0.74079 -5.21977 -7.53084  0.100
H: -2.43954 -4.85157 -5.76682  0.105
H: -1.92681 -3.38459 -3.85851  0.054
N: -1.09112 -2.45946 3.63615  0.073
C: -2.36212 -1.94163 3.55964  -0.086
C: -2.43057 -1.32916 2.34689  -0.141
N: -1.22813 -1.45595 1.69611  -0.026
C: -0.44311 -2.13505 2.49923  -0.230
H: -0.69796 -2.94168 4.42283  0.153
H: -3.08520 -2.05513 4.34722  0.110
H: -3.25452 -0.79474 1.90387  0.102
H: 0.57859 -2.40371 2.29441  0.111

Summary:
DFT total energy: -174766.5098 eV
F_max: 0.93 eV/Å
E_LUMO: -0.03 eV
Energy above the lowest of the compared OMol25 structures with the same formula, charge and spin: 3.9 kcal/mol

A gas-phase ion, C3H10N2OP (charge +1) in a non-equilibrium geometry, computed with ωB97M-V/def2-TZVPD.

Last column: Löwdin charge in e.
CARTESIAN COORDINATES (ANGSTROEM)
C: 2.23610 -1.25365 0.07044  0.001
C: -1.74418 -0.46743 1.08034  -0.087
C: 0.40854 0.48816 -1.84344  -0.061
N: 1.78606 -0.25281 0.75333  -0.071
N: -0.83051 0.60057 0.82172  -0.144
O: 0.84393 2.09131 0.46055  -0.047
P: 0.58711 0.65983 0.00894  0.706
H: 1.90192 -1.60568 -0.88417  0.076
H: 2.91983 -1.81327 0.76169  0.113
H: -0.61623 1.10572 1.58742  0.058
H: -1.78699 -0.99453 0.04875  0.119
H: -2.72363 -0.22995 1.34129  0.068
H: -1.36145 -1.10739 1.84579  0.080
H: 0.21624 1.43729 -2.33253  0.086
H: -0.33726 -0.20070 -1.98384  0.029
H: 1.21617 0.07010 -2.27134  0.008
H: 1.70420 2.35633 0.51123  0.063

Summary:
DFT total energy: -17582.5802 eV
SMILES: C=N[P@](C)(O)=[NH+]C
F_max: 4.27 eV/Å
Charge: +1
E_LUMO: -4.32 eV
Energy above the lowest of the compared OMol25 structures with the same formula, charge and spin: 52.0 kcal/mol

A molecular structure, C36H48FInN6O13P2SSi, computed with ωB97M-V/def2-TZVPD.

Last column: Löwdin charge in e.
CARTESIAN COORDINATES (ANGSTROEM)
In: -0.28717 0.58961 0.11762  0.656
C: -3.27630 1.25221 4.25777  -0.054
C: -2.28108 2.07636 3.46147  -0.587
O: -2.37068 3.43687 3.88362  -0.042
P: -0.54280 1.54832 3.72830  0.449
O: -0.24060 1.89161 5.25357  -0.084
O: -0.47652 -0.02515 3.68097  -0.125
O: 0.34056 2.24226 2.76951  -0.272
P: -2.53799 2.02646 1.65145  0.403
O: -4.12031 2.09494 1.47367  -0.100
O: -2.06748 0.62431 1.18494  -0.296
O: -1.82969 3.16841 1.01402  -0.255
H: -3.06953 1.36097 5.32365  0.087
H: -3.20966 0.19933 3.98523  0.089
H: -4.28637 1.60885 4.06308  0.085
H: -1.94383 3.97379 3.20023  0.081
H: -0.20670 1.10780 5.81386  0.094
H: 0.03029 -0.31255 2.87161  0.031
H: -4.32737 2.31798 0.54816  0.062
C: 0.20027 -3.57361 -1.19608  0.047
C: -0.25620 -2.23872 -1.70468  -0.466
O: -0.71070 -1.36768 -0.94331  -0.027
N: -0.25563 -2.07731 -3.02991  0.116
C: -0.86818 -0.94928 -3.69087  -0.099
C: 0.06660 0.15665 -4.13011  -0.258
C: -0.46263 1.23010 -4.84436  -0.023
C: 0.37764 2.26134 -5.21288  -0.061
C: 1.72147 2.18567 -4.86779  -0.066
C: 2.15058 1.07743 -4.16450  -0.153
N: 1.34525 0.07756 -3.79644  0.124
H: 0.36747 -3.52082 -0.12562  0.075
H: 1.11762 -3.89414 -1.69188  0.085
H: -0.58829 -4.30198 -1.39829  0.104
H: 0.17140 -2.80048 -3.58370  0.157
H: -1.57248 -0.51583 -2.98430  0.095
H: -1.43365 -1.31187 -4.55210  0.138
H: -1.51728 1.25107 -5.09282  0.119
H: -0.00494 3.11178 -5.76270  0.109
H: 2.41858 2.96848 -5.13346  0.103
H: 3.19059 0.98406 -3.86682  0.109
C: 4.87285 -1.14801 2.50135  -0.086
C: 3.50736 -0.44840 2.53584  -0.589
C: 3.63461 0.87741 1.77439  -0.099
C: 3.12779 -0.15160 3.99116  -0.074
Si: 2.16848 -1.48092 1.67836  0.526
O: 0.80665 -0.64119 1.34077  -0.362
C: 1.57853 -2.91174 2.75963  -0.204
C: 2.41131 -3.66061 3.59823  -0.103
C: 1.92396 -4.72081 4.34941  -0.085
C: 0.57971 -5.06084 4.28084  -0.091
C: -0.26824 -4.33506 3.45813  -0.078
C: 0.22900 -3.27638 2.70917  -0.094
C: 2.92598 -2.22202 0.12013  -0.218
C: 2.88564 -1.57981 -1.11732  -0.101
C: 3.43520 -2.15992 -2.25558  -0.090
C: 4.05125 -3.39994 -2.17367  -0.092
C: 4.11026 -4.05748 -0.95068  -0.084
C: 3.55154 -3.47292 0.17603  -0.090
H: 5.62312 -0.49115 2.95623  0.085
H: 5.19615 -1.36386 1.48110  0.077
H: 4.88676 -2.08419 3.06320  0.063
H: 4.42784 1.48452 2.22752  0.089
H: 2.70846 1.45120 1.80957  0.038
H: 3.90683 0.71635 0.72562  0.075
H: 3.90280 0.46771 4.45737  0.089
H: 3.02640 -1.06427 4.58324  0.075
H: 2.19171 0.40459 4.05534  0.057
H: 3.46388 -3.41642 3.67934  0.084
H: 2.59337 -5.28065 4.99095  0.101
H: 0.19594 -5.88575 4.86795  0.100
H: -1.31948 -4.58952 3.39971  0.103
H: -0.45002 -2.72071 2.07041  0.100
H: 2.39730 -0.61650 -1.22852  0.070
H: 3.35647 -1.64649 -3.20445  0.087
H: 4.48124 -3.85485 -3.05790  0.100
H: 4.58453 -5.02872 -0.87783  0.102
H: 3.58795 -4.01475 1.11532  0.098
F: -6.35167 0.72894 -5.00510  0.094
C: -5.61018 -0.12216 -4.28934  -0.187
C: -5.04097 0.25239 -3.14236  0.062
N: -4.26290 -0.60621 -2.39084  0.027
C: -3.65472 -0.15298 -1.13085  -0.025
C: -2.95726 1.19519 -1.35103  -0.613
O: -3.62849 2.22489 -1.25255  0.022
O: -1.68971 1.16139 -1.57042  -0.134
C: -4.06293 -1.91849 -2.77690  -0.471
O: -3.39991 -2.71863 -2.15001  0.089
N: -4.67679 -2.26140 -3.96810  0.218
C: -5.45798 -1.47213 -4.81211  -0.403
O: -5.92811 -1.90624 -5.83624  0.107
H: -5.15064 1.25430 -2.74846  0.144
H: -2.93698 -0.90984 -0.83680  0.101
H: -4.41680 -0.05699 -0.35736  0.143
H: -4.54534 -3.22109 -4.25416  0.168
C: 1.52955 4.74348 1.06775  -0.025
N: 0.59664 4.68671 -0.04649  -0.124
C: -0.44511 5.69611 -0.25493  -0.089
C: -1.38404 5.02371 -1.27277  -0.109
N: -0.63939 3.81587 -1.63979  0.068
C: 0.36978 3.62945 -0.79824  -0.709
S: 1.36451 2.20436 -0.74220  0.795
H: 1.56568 5.77223 1.41993  0.094
H: 2.52539 4.44776 0.74472  0.083
H: 1.19932 4.08111 1.86927  0.070
H: 0.00367 6.61542 -0.63496  0.123
H: -0.94659 5.90266 0.68965  0.125
H: -1.56090 5.64710 -2.14702  0.117
H: -2.33033 4.73493 -0.82303  0.105
H: -1.12419 2.97705 -1.95973  0.102

Summary:
DFT total energy: -118865.0927 eV
F_max: 0.68 eV/Å
E_LUMO: 0.23 eV
Energy above the lowest of the compared OMol25 structures with the same formula, charge and spin: 7.6 kcal/mol

The calculation returns the following frontier orbital gap values, one per record and in order: 0.4109; 0.3202; 0.3079; 0.2695; 0.3775; 0.3392 Eh.